1.
{"formula": "C4H11NS", "method": "ωB97M-V/def2-TZVPD", "molar_mass_da": 105.21, "e_tot_ha": -611.92155, "charge": 0, "e_above_lowest_kcal_mol": 12.91, "gap_ev": 9.999, "homo_energy_ev": -9.0, "species": ["C", "C", "C", "C", "S", "N", "H", "H", "H", "H", "H", "H", "H", "H", "H", "H", "H"], "positions_angstrom": [[-1.23, -1.38, 0.32], [-0.72, -0.32, -0.70], [0.02, 0.82, -0.02], [1.06, 0.46, 1.04], [1.71, 1.85, 1.99], [0.14, -0.95, -1.70], [-0.48, -2.15, 0.37], [-1.36, -0.81, 1.24], [-2.22, -1.71, 0.02], [-1.58, 0.12, -1.21], [-0.57, 1.66, 0.37], [0.59, 1.36, -0.80], [1.86, -0.22, 0.76], [0.52, -0.14, 1.79], [1.59, 2.81, 1.06], [-0.29, -1.01, -2.62], [0.96, -0.39, -1.92]]}


2.
{"formula": "C11H23BrNNiO2P2", "method": "ωB97M-V/def2-TZVPD", "molar_mass_da": 401.86, "e_tot_ha": -5402.97825, "charge": 1, "e_above_lowest_kcal_mol": 40.70, "s_squared": 2.048, "gap_ev": [6.927, 6.692], "homo_energy_ev": [-9.9, -11.9], "multiplicity": 3, "species": ["Ni", "P", "C", "C", "N", "C", "C", "C", "C", "C", "P", "H", "H", "H", "H", "H", "H", "H", "H", "O", "H", "H", "O", "H", "C", "H", "H", "H", "C", "H", "H", "H", "C", "H", "H", "H", "C", "H", "H", "H", "Br"], "positions_angstrom": [[0.07, 0.08, -0.26], [-2.09, 0.36, -0.49], [-2.05, 0.76, -2.20], [-0.85, 1.31, -2.69], [0.27, 1.11, -1.88], [1.49, 1.49, -2.33], [1.66, 2.21, -3.52], [0.54, 2.44, -4.31], [-0.71, 1.98, -3.93], [2.67, 1.11, -1.47], [2.19, -0.36, -0.44], [-1.63, 2.16, -4.50], [2.66, 2.55, -3.78], [0.64, 3.05, -5.21], [3.56, 0.87, -2.09], [2.89, 1.95, -0.78], [-2.05, -1.28, -3.62], [-2.94, 0.87, -2.80], [-0.96, -3.08, -2.67], [-1.89, -2.23, -3.78], [-2.35, -2.45, -4.61], [-0.11, -1.29, 0.66], [-0.60, -3.30, -1.77], [0.33, -3.60, -1.91], [2.67, -1.76, -1.48], [3.71, -1.64, -1.80], [2.55, -2.68, -0.88], [2.00, -1.81, -2.36], [3.38, -0.33, 0.92], [3.24, -1.25, 1.50], [4.39, -0.30, 0.52], [3.20, 0.55, 1.54], [-2.81, 1.72, 0.46], [-3.81, 1.92, 0.07], [-2.86, 1.42, 1.51], [-2.17, 2.60, 0.34], [-3.19, -1.05, -0.27], [-3.35, -1.22, 0.80], [-4.15, -0.79, -0.73], [-2.77, -1.94, -0.75], [-0.33, -0.38, 1.99]]}


3.
{"formula": "C32H26FOsP2S2", "method": "ωB97M-V/def2-TZVPD", "molar_mass_da": 745.87, "e_tot_ha": -2904.43835, "charge": 1, "e_above_lowest_kcal_mol": 4.17, "gap_ev": 6.597, "homo_energy_ev": -10.2, "species": ["Os", "S", "P", "C", "P", "S", "C", "C", "C", "C", "C", "C", "C", "C", "C", "C", "C", "C", "C", "C", "C", "C", "C", "C", "C", "C", "C", "C", "C", "C", "H", "H", "H", "H", "H", "H", "H", "H", "H", "H", "H", "H", "H", "H", "H", "H", "H", "H", "H", "H", "F", "C", "C", "C", "C", "C", "C", "C", "H", "H", "H", "H", "H", "H"], "positions_angstrom": [[0.77, -0.97, 1.85], [-0.62, -2.46, 0.85], [-1.26, -0.71, -0.16], [-0.03, 0.29, 0.49], [1.43, 0.92, -0.16], [2.68, -0.57, 0.67], [1.59, 1.09, -1.94], [0.90, 2.13, -2.56], [1.03, 2.32, -3.92], [1.86, 1.48, -4.66], [2.55, 0.46, -4.05], [2.42, 0.26, -2.68], [1.87, 2.51, 0.55], [1.00, 3.15, 1.42], [1.36, 4.37, 1.97], [2.57, 4.95, 1.64], [3.44, 4.31, 0.76], [3.09, 3.09, 0.21], [-1.27, -0.91, -1.95], [-2.01, -0.01, -2.72], [-1.92, -0.08, -4.10], [-1.12, -1.04, -4.70], [-0.39, -1.93, -3.93], [-0.46, -1.87, -2.55], [-2.92, -0.29, 0.35], [-3.11, 0.62, 1.38], [-4.40, 0.88, 1.83], [-5.48, 0.23, 1.26], [-5.28, -0.69, 0.23], [-4.00, -0.95, -0.22], [0.27, 2.80, -1.98], [0.49, 3.12, -4.41], [1.96, 1.64, -5.73], [3.20, -0.19, -4.62], [2.96, -0.55, -2.19], [0.05, 2.68, 1.67], [0.68, 4.88, 2.64], [2.85, 5.91, 2.06], [4.39, 4.76, 0.50], [3.76, 2.59, -0.48], [-2.65, 0.72, -2.25], [-2.49, 0.61, -4.71], [-1.06, -1.09, -5.78], [0.23, -2.68, -4.40], [0.11, -2.56, -1.94], [-2.26, 1.13, 1.81], [-4.56, 1.60, 2.63], [-6.48, 0.43, 1.61], [-6.12, -1.20, -0.21], [-3.84, -1.66, -1.03], [1.62, -6.16, 3.01], [1.38, -4.88, 3.30], [0.13, -4.55, 3.82], [-0.15, -3.24, 4.11], [0.83, -2.24, 3.91], [0.54, -0.81, 3.89], [2.08, -2.61, 3.40], [2.37, -3.95, 3.10], [-0.60, -5.33, 3.97], [-1.12, -2.96, 4.49], [1.32, -0.16, 4.28], [-0.46, -0.48, 4.15], [2.91, -1.90, 3.44], [3.34, -4.25, 2.74]]}


4.
{"formula": "C3H9N2Se", "method": "ωB97M-V/def2-TZVPD", "molar_mass_da": 152.08, "e_tot_ha": -2630.24369, "charge": 1, "s_squared": 2.007, "gap_ev": [7.990, 7.020], "homo_energy_ev": [-10.9, -14.2], "multiplicity": 3, "species": ["C", "C", "C", "N", "N", "Se", "H", "H", "H", "H", "H", "H", "H", "H", "H"], "positions_angstrom": [[-0.70, -0.82, -2.10], [0.81, -0.78, -2.11], [-0.50, 0.36, -0.03], [1.15, 2.40, 1.04], [-1.15, -0.65, -0.67], [1.23, 0.53, -0.48], [-1.05, 0.12, -2.66], [-1.11, -1.64, -2.55], [1.25, -1.67, -1.67], [1.24, -0.47, -3.11], [-1.03, 0.55, 0.85], [1.57, 2.18, 1.97], [2.01, 2.91, 0.68], [-2.06, -1.02, -0.38], [0.47, 2.99, 1.28]]}


5.
{"formula": "C20H32N4O2S", "method": "ωB97M-V/def2-TZVPD", "molar_mass_da": 392.57, "e_tot_ha": -1548.37735, "charge": 0, "e_above_lowest_kcal_mol": 409.29, "gap_ev": 8.441, "homo_energy_ev": -9.3, "species": ["C", "C", "C", "N", "C", "C", "N", "C", "C", "C", "N", "C", "C", "C", "C", "C", "N", "S", "C", "O", "O", "H", "H", "H", "H", "H", "H", "H", "H", "H", "H", "H", "H", "H", "H", "H", "H", "H", "H", "C", "C", "C", "C", "C", "C", "H", "H", "H", "H", "H", "H", "H", "H", "H", "H", "H", "H", "H", "H"], "positions_angstrom": [[-0.20, 6.10, -3.11], [-1.59, 5.26, -3.33], [-1.46, 3.64, -2.95], [-1.53, 3.57, -1.44], [-1.15, 2.22, -0.88], [-1.79, 0.99, -1.81], [-2.50, 0.23, -2.62], [0.44, 1.92, -0.73], [0.95, 1.59, 0.81], [1.42, 3.19, -1.23], [2.00, 4.33, -1.48], [0.97, 0.63, -1.65], [1.28, 0.72, -3.25], [1.80, -0.52, -4.22], [2.03, -1.92, -3.33], [1.70, -1.79, -1.74], [1.19, -0.66, -0.92], [-2.12, 2.09, 0.77], [-1.68, 3.43, 2.00], [-2.13, 0.64, 1.34], [-3.62, 2.36, 0.35], [-0.20, 7.12, -3.70], [0.72, 5.48, -3.52], [-0.04, 6.38, -1.96], [-1.97, 5.40, -4.43], [-2.42, 5.73, -2.62], [-0.39, 3.32, -3.37], [-2.35, 3.12, -3.52], [-1.09, 4.37, -0.96], [0.48, 0.62, 1.27], [2.12, 1.35, 0.70], [0.91, 2.53, 1.53], [1.10, 1.77, -3.77], [1.99, -0.45, -5.37], [2.40, -2.93, -3.83], [1.90, -2.80, -1.12], [-1.51, 2.97, 3.07], [-2.54, 4.25, 2.07], [-0.72, 4.03, 1.65], [-0.83, -2.50, 2.17], [-0.41, -3.24, 3.43], [1.05, -3.71, 3.40], [1.39, -4.71, 2.29], [0.57, -6.00, 2.31], [0.76, -6.82, 3.58], [-0.76, -3.14, 1.28], [-1.86, -2.17, 2.26], [-0.20, -1.62, 2.01], [-1.08, -4.09, 3.60], [-0.54, -2.57, 4.29], [1.30, -4.14, 4.37], [1.70, -2.83, 3.28], [2.46, -4.97, 2.38], [1.28, -4.24, 1.32], [0.86, -6.62, 1.45], [-0.50, -5.78, 2.17], [1.81, -7.10, 3.71], [0.17, -7.74, 3.52], [0.43, -6.28, 4.47]]}


6.
{"formula": "C5H10O", "method": "ωB97M-V/def2-TZVPD", "molar_mass_da": 86.13, "e_tot_ha": -271.66913, "charge": 0, "e_above_lowest_kcal_mol": 52.39, "gap_ev": 10.766, "homo_energy_ev": -9.7, "species": ["O", "C", "C", "C", "C", "C", "H", "H", "H", "H", "H", "H", "H", "H", "H", "H"], "positions_angstrom": [[1.91, 0.86, -0.17], [1.40, -0.14, -0.63], [-0.04, -0.52, -0.51], [-1.05, 0.53, 0.00], [-0.72, 0.12, 1.45], [-0.04, -1.16, 0.93], [0.79, 1.76, -1.98], [2.01, -0.96, -1.05], [0.32, 1.50, -2.49], [-0.36, -1.15, -1.34], [-2.08, 0.25, -0.28], [-0.88, 1.57, -0.28], [-0.01, 0.81, 1.89], [-1.56, -0.03, 2.13], [0.95, -1.37, 1.34], [-0.64, -2.07, 0.99]]}


7.
{"formula": "C41H36GaGeN3O2S", "method": "ωB97M-V/def2-TZVPD", "molar_mass_da": 777.16, "e_tot_ha": -6298.60972, "charge": -2, "e_above_lowest_kcal_mol": 0.00, "gap_ev": [5.895, 4.140], "homo_energy_ev": [-1.6, 0.2], "species": ["Ga", "C", "C", "C", "C", "C", "C", "C", "S", "O", "O", "N", "C", "C", "C", "C", "C", "C", "C", "C", "N", "C", "H", "H", "H", "H", "H", "H", "H", "H", "H", "H", "H", "H", "H", "C", "Ge", "C", "C", "C", "C", "C", "C", "C", "C", "C", "C", "C", "C", "C", "C", "C", "C", "C", "C", "H", "H", "H", "H", "H", "H", "H", "H", "H", "H", "H", "H", "H", "H", "H", "C", "C", "C", "C", "C", "C", "N", "H", "H", "H", "H", "H", "H", "H", "H"], "positions_angstrom": [[0.87, 1.12, 1.08], [3.90, -3.28, -4.32], [3.86, -2.49, -3.04], [2.83, -1.58, -2.80], [2.78, -0.84, -1.63], [3.77, -1.01, -0.68], [4.81, -1.91, -0.89], [4.85, -2.64, -2.07], [3.71, -0.05, 0.81], [3.73, 1.34, 0.42], [4.78, -0.55, 1.64], [2.27, -0.30, 1.43], [1.77, -1.55, 1.88], [2.46, -2.76, 1.89], [1.82, -3.90, 2.36], [0.52, -3.85, 2.83], [-0.21, -2.63, 2.83], [-1.55, -2.49, 3.29], [-2.14, -1.20, 3.26], [-1.46, -0.14, 2.75], [-0.18, -0.24, 2.25], [0.44, -1.48, 2.33], [2.96, -3.20, -4.86], [4.11, -4.33, -4.13], [4.70, -2.91, -4.98], [2.05, -1.45, -3.54], [1.98, -0.11, -1.47], [5.57, -2.02, -0.13], [5.65, -3.35, -2.24], [3.48, -2.80, 1.53], [2.36, -4.84, 2.37], [0.03, -4.74, 3.20], [-2.09, -3.35, 3.67], [-3.15, -1.05, 3.63], [-1.91, 0.85, 2.71], [0.29, 1.34, -0.75], [-1.48, 0.84, -1.18], [-3.11, 1.04, -0.05], [-3.37, 2.29, 0.53], [-4.44, 2.48, 1.40], [-5.28, 1.41, 1.71], [-5.04, 0.17, 1.15], [-3.96, -0.01, 0.28], [-2.08, 1.88, -2.76], [-1.83, 3.26, -2.76], [-2.23, 4.07, -3.81], [-2.87, 3.52, -4.91], [-3.13, 2.16, -4.94], [-2.74, 1.35, -3.87], [-1.43, -1.09, -1.61], [-1.32, -1.95, -0.50], [-0.99, -3.29, -0.65], [-0.77, -3.82, -1.92], [-0.87, -2.99, -3.03], [-1.18, -1.64, -2.87], [-2.71, 3.13, 0.33], [-4.62, 3.45, 1.84], [-6.11, 1.55, 2.40], [-5.67, -0.68, 1.40], [-3.79, -1.00, -0.15], [-1.28, 3.69, -1.92], [-2.02, 5.14, -3.77], [-3.17, 4.15, -5.74], [-3.63, 1.72, -5.80], [-2.98, 0.29, -3.91], [-1.47, -1.56, 0.50], [-0.87, -3.91, 0.24], [-0.49, -4.86, -2.04], [-0.69, -3.39, -4.02], [-1.21, -1.00, -3.75], [0.75, 4.29, 0.62], [1.06, 3.85, 2.02], [1.33, 4.62, 3.12], [1.58, 3.72, 4.20], [1.45, 2.45, 3.71], [1.64, 1.16, 4.45], [1.13, 2.52, 2.37], [0.81, 5.38, 0.56], [-0.26, 3.99, 0.31], [1.43, 3.86, -0.11], [1.35, 5.71, 3.15], [1.84, 3.98, 5.22], [2.06, 1.37, 5.43], [2.32, 0.48, 3.92], [0.70, 0.62, 4.59]]}


8.
{"formula": "C36H63N9", "method": "ωB97M-V/def2-TZVPD", "molar_mass_da": 621.96, "e_tot_ha": -1902.27541, "charge": 0, "e_above_lowest_kcal_mol": 10.82, "gap_ev": 11.585, "homo_energy_ev": -11.1, "species": ["C", "C", "C", "C", "N", "H", "H", "H", "H", "H", "H", "H", "C", "C", "C", "C", "N", "H", "H", "H", "H", "H", "H", "H", "C", "C", "C", "C", "N", "H", "H", "H", "H", "H", "H", "H", "C", "C", "C", "C", "N", "H", "H", "H", "H", "H", "H", "H", "C", "C", "C", "C", "N", "H", "H", "H", "H", "H", "H", "H", "C", "C", "C", "C", "N", "H", "H", "H", "H", "H", "H", "H", "C", "C", "C", "C", "N", "H", "H", "H", "H", "H", "H", "H", "C", "C", "C", "C", "N", "H", "H", "H", "H", "H", "H", "H", "C", "C", "C", "C", "N", "H", "H", "H", "H", "H", "H", "H"], "positions_angstrom": [[1.18, 6.01, -1.93], [0.45, 4.97, -1.09], [1.19, 4.71, 0.21], [2.48, 4.02, 0.09], [3.51, 3.52, -0.03], [1.02, 7.04, -1.62], [0.96, 5.88, -2.99], [2.27, 5.87, -1.85], [0.38, 4.04, -1.66], [-0.57, 5.27, -0.86], [0.59, 4.12, 0.92], [1.37, 5.66, 0.71], [0.72, -0.30, 6.70], [0.96, -0.06, 5.21], [0.08, -0.90, 4.29], [0.33, -2.34, 4.46], [0.51, -3.47, 4.54], [1.33, 0.39, 7.28], [1.03, -1.32, 6.94], [-0.32, -0.19, 7.00], [2.00, -0.30, 4.96], [0.92, 1.01, 4.99], [0.30, -0.76, 3.23], [-0.96, -0.75, 4.57], [-0.36, -2.26, -4.94], [-0.93, -2.61, -6.31], [-1.26, -4.10, -6.46], [-2.35, -4.52, -5.58], [-3.23, -4.82, -4.93], [-1.09, -2.43, -4.14], [-0.20, -1.18, -4.94], [0.52, -2.83, -4.65], [-0.21, -2.30, -7.07], [-1.84, -2.03, -6.49], [-0.37, -4.72, -6.32], [-1.57, -4.31, -7.49], [1.98, 4.10, 3.98], [3.41, 3.69, 3.64], [3.60, 2.18, 3.60], [2.73, 1.45, 2.68], [1.98, 0.94, 1.99], [1.29, 3.80, 3.19], [1.93, 5.18, 4.12], [1.62, 3.63, 4.90], [4.08, 4.13, 4.38], [3.71, 4.12, 2.68], [3.53, 1.78, 4.61], [4.62, 1.96, 3.25], [-4.28, 4.37, -2.39], [-3.84, 3.45, -1.27], [-4.00, 1.96, -1.59], [-3.41, 1.56, -2.87], [-2.95, 1.28, -3.89], [-4.42, 5.39, -2.06], [-5.20, 4.00, -2.84], [-3.55, 4.37, -3.21], [-4.47, 3.63, -0.40], [-2.83, 3.61, -0.87], [-5.07, 1.74, -1.68], [-3.57, 1.29, -0.84], [1.00, 1.66, -3.99], [2.45, 1.98, -3.62], [2.95, 1.20, -2.42], [2.92, -0.26, -2.64], [2.91, -1.39, -2.82], [0.67, 2.19, -4.88], [0.29, 1.89, -3.19], [0.87, 0.58, -4.12], [2.44, 3.04, -3.34], [3.11, 1.85, -4.48], [2.32, 1.41, -1.55], [3.98, 1.38, -2.11], [-5.28, -3.41, 4.30], [-4.61, -4.36, 3.32], [-3.09, -4.15, 3.24], [-2.77, -2.81, 2.78], [-2.49, -1.75, 2.46], [-6.36, -3.54, 4.42], [-5.18, -2.35, 4.03], [-4.76, -3.43, 5.27], [-5.04, -4.19, 2.34], [-4.87, -5.37, 3.63], [-2.65, -4.94, 2.62], [-2.63, -4.28, 4.22], [-2.05, -1.66, -1.09], [-0.54, -1.50, -1.18], [0.05, -0.53, -0.15], [-0.39, 0.85, -0.31], [-0.74, 1.92, -0.44], [-2.35, -1.96, -0.08], [-2.40, -2.46, -1.74], [-2.56, -0.77, -1.45], [-0.24, -1.28, -2.20], [-0.08, -2.45, -0.91], [1.13, -0.50, -0.36], [0.02, -0.85, 0.89], [2.87, -2.85, 1.00], [2.41, -4.11, 0.29], [3.36, -4.64, -0.79], [4.75, -4.79, -0.34], [5.82, -4.95, 0.03], [2.19, -2.41, 1.73], [2.96, -2.10, 0.20], [3.84, -2.98, 1.48], [1.45, -3.96, -0.21], [2.25, -4.90, 1.03], [3.37, -4.07, -1.72], [3.02, -5.66, -1.00]]}


9.
{"formula": "C2H2N3O2", "method": "ωB97M-V/def2-TZVPD", "molar_mass_da": 100.06, "e_tot_ha": -392.14845, "charge": -1, "e_above_lowest_kcal_mol": 43.74, "gap_ev": 9.038, "homo_energy_ev": -4.6, "species": ["C", "C", "N", "N", "N", "O", "O", "H", "H"], "positions_angstrom": [[0.60, -1.05, 0.41], [-0.25, 0.75, -1.38], [0.33, -0.90, 1.68], [-0.08, 0.46, 1.44], [0.18, 0.15, -0.06], [-1.02, 1.69, -1.27], [0.26, 0.14, -2.31], [1.06, -1.87, -0.11], [-1.08, 0.63, 1.60]]}